74
Properties=species:S:1:pos:R:3:lowdin_charge:R:1 method="wB97M-V/def2-TZVPD" homo_ev="-3.3 / -5.4" charge=-1 lumo_ha="0.076 / 0.076" multiplicity=8 de_lowest_ev=0.569
Eu -0.04328 -0.03683 -0.13897 1.4165
S 3.58400 -1.50314 3.18004 1.0962
C 2.20765 -2.39294 3.73592 -0.4757
C 2.11790 -3.24596 4.82754 -0.1056
C 0.88699 -3.79473 5.13040 -0.1022
C -0.23533 -3.46585 4.36908 -0.0811
C -0.14544 -2.61608 3.28359 -0.0203
C 1.09871 -2.08581 2.92715 -0.2859
N 1.37430 -1.22998 1.86880 0.0341
C 2.60491 -0.80927 1.89367 -0.5135
C 3.15500 0.21059 0.99994 -0.2999
C 4.43885 0.70379 1.27519 -0.0985
C 4.97735 1.72270 0.51728 -0.1134
C 4.22079 2.24632 -0.52153 -0.1092
C 2.95441 1.73983 -0.78537 -0.1492
C 2.34182 0.70169 -0.05760 -0.1951
H 2.98858 -3.45431 5.43678 0.1020
H 0.78613 -4.45473 5.98271 0.0970
H -1.20259 -3.86319 4.64906 0.1028
H -1.04370 -2.29999 2.77452 0.0872
H 5.01178 0.29774 2.10367 0.0636
H 5.96287 2.11072 0.74463 0.0921
H 4.61223 3.05809 -1.12646 0.0934
H 2.41893 2.19374 -1.61280 0.0559
N -0.70649 -2.61104 -0.06048 0.0379
C -1.82235 -2.93619 -0.87097 -0.3347
C -2.83972 -1.99507 -1.03931 -0.0360
C -3.90690 -2.27461 -1.87443 -0.0738
C -3.97562 -3.48416 -2.55561 -0.1095
C -2.96594 -4.41828 -2.39032 -0.1073
C -1.89431 -4.14976 -1.54863 -0.0759
H -0.15087 -3.42626 0.15486 0.0971
H -1.02491 -2.19198 0.81168 0.0234
H -2.79293 -1.05056 -0.50852 0.0921
H -4.69165 -1.53932 -1.99709 0.1072
H -4.81582 -3.69923 -3.20352 0.0941
H -3.00985 -5.36680 -2.91174 0.0967
H -1.10638 -4.88457 -1.41773 0.1079
N -1.49806 1.62711 -0.78121 -0.0094
C -1.65145 2.73863 -1.13527 -0.3700
N -1.91111 3.92051 -1.50006 0.0695
C -1.20795 4.79848 -2.15714 -0.4339
N -0.64296 5.62045 -2.75327 0.0588
N 0.36758 -1.63520 -4.72714 0.1184
C -0.06452 -1.79482 -3.44896 -0.1520
N -0.04083 -0.69376 -2.75358 0.0535
C 0.41645 0.28224 -3.64027 -0.2178
C 0.58906 1.65454 -3.46992 -0.0274
C 1.06086 2.38641 -4.54012 -0.0736
C 1.36373 1.77979 -5.76667 -0.0949
C 1.17550 0.42669 -5.96610 -0.0332
C 0.68096 -0.30129 -4.89009 -0.2011
H 0.41264 -2.35096 -5.42715 0.1514
H -0.38945 -2.75261 -3.07303 0.1099
H 0.32931 2.13653 -2.53983 0.0705
H 1.19122 3.45528 -4.42880 0.1020
H 1.73950 2.39352 -6.57546 0.0979
H 1.40097 -0.04343 -6.91561 0.1021
O -3.46655 2.62826 3.41185 -0.2493
S -3.67511 1.10060 4.19883 0.8893
O -2.93025 1.15885 5.44454 -0.4586
N -2.90178 0.12762 3.14740 -0.1336
C -1.86896 0.51046 2.44138 -0.5025
O -1.30867 -0.28553 1.61944 -0.2734
C -1.35635 1.90377 2.52716 -0.0949
C -0.06979 2.25623 2.10959 -0.0540
C 0.32554 3.57788 2.05447 -0.0754
C -0.56952 4.57464 2.42947 -0.0757
C -1.82441 4.24498 2.90216 -0.0044
C -2.22167 2.91120 2.96409 -0.2920
H 0.66113 1.48266 1.88834 0.0707
H 1.32270 3.83132 1.71815 0.1041
H -0.28354 5.61707 2.36565 0.1024
H -2.52334 5.00735 3.22175 0.1161

134
Properties=species:S:1:pos:R:3:lowdin_charge:R:1 method="wB97M-V/def2-TZVPD" homo_ev="0.3 / -5.2" charge=-1 lumo_ha="0.072 / 0.070" multiplicity=2
C -2.58617 0.19142 -1.61119 -0.0687
C -1.33591 0.93587 -1.47436 -0.2101
O -0.16369 0.09337 -1.49997 0.0165
C 0.14337 -0.62399 -0.40808 -0.5709
O -0.21701 -0.31502 0.70434 0.0990
O 0.93717 -1.67944 -0.67632 -0.0154
C 1.16917 -2.17043 -2.00508 -0.0085
H -2.92510 0.12464 -2.64501 0.0821
H -3.36814 0.55292 -0.94340 0.0625
H -2.53903 -0.83747 -1.25446 0.0668
H -1.22299 1.62937 -0.64105 0.1086
H -1.23146 1.60620 -2.32750 0.1232
H 0.45942 -2.96112 -2.24830 0.0719
H 2.21813 -2.44535 -2.11558 0.0859
H 1.07709 -1.37155 -2.74090 0.0890
C -3.06768 0.80971 2.48427 -0.0523
C -3.45394 2.14242 3.03282 -0.2141
O -3.01363 3.19911 2.18153 0.0170
C -3.32131 4.46628 2.38681 -0.5967
O -4.12877 4.83523 3.25047 0.0790
O -2.50517 5.27177 1.72637 0.0064
C -2.74545 6.66622 1.88524 -0.0216
H -2.05113 0.64425 2.84113 0.0613
H -2.88657 0.76400 1.41039 0.0710
H -3.81383 0.11450 2.86904 0.0891
H -3.14811 2.21638 4.07642 0.1343
H -4.52427 2.21201 2.83876 0.1227
H -3.46943 6.96651 1.12777 0.0700
H -1.80159 7.16131 1.65695 0.1049
H -3.15283 6.88496 2.87231 0.0952
C 0.98832 2.76544 1.63788 -0.0343
C 0.47171 2.81567 3.04603 -0.2148
O 1.54794 2.93753 3.94887 0.0627
C 1.43875 3.17616 5.19846 -0.6180
O 2.30887 3.65219 5.92951 0.1035
O 0.16837 3.06288 5.54602 -0.0163
C -0.29318 3.45464 6.80891 -0.0543
H 1.76250 2.04390 1.37685 0.0764
H 1.14011 3.77166 1.24728 0.0898
H 0.09826 2.53696 1.05163 0.0702
H -0.21184 1.97529 3.16696 0.1095
H -0.09169 3.72739 3.24463 0.1297
H -0.04142 4.46229 7.13959 0.0961
H 0.14855 2.75239 7.51588 0.0978
H -1.37234 3.43557 6.96107 0.0899
C -5.66280 -5.80290 1.34007 -0.0952
C -5.06627 -4.47724 0.96496 -0.1639
O -3.68716 -4.52756 1.55191 0.0053
C -2.66021 -3.78384 1.09860 -0.5842
O -2.65559 -3.06496 0.10901 0.0987
O -1.61761 -4.28582 1.71757 0.0110
C -0.29256 -3.93570 1.30765 -0.0084
H -5.76330 -5.86611 2.42359 0.0777
H -5.17564 -6.72908 1.03517 0.0788
H -6.66307 -5.88686 0.91521 0.0760
H -5.61116 -3.75934 1.57802 0.1200
H -5.09713 -4.30371 -0.11069 0.1203
H 0.28182 -3.95035 2.23392 0.0960
H -0.20139 -2.89484 0.99716 0.0661
H 0.15940 -4.54396 0.52417 0.0876
C -5.50841 9.22592 -0.37548 -0.0518
C -4.86947 8.62524 -1.62944 -0.1742
O -4.12844 7.38016 -1.40396 0.0028
C -4.81395 6.23720 -1.30947 -0.5181
O -5.98509 6.15220 -1.76491 0.0618
O -4.05574 5.18484 -0.91186 -0.0044
C -4.54584 3.86894 -0.87486 -0.0429
H -6.50733 8.88328 -0.10558 0.0787
H -5.42523 10.31262 -0.35915 0.0739
H -4.89672 8.91342 0.47085 0.0669
H -4.05161 9.25188 -1.98517 0.1201
H -5.48338 8.39447 -2.50005 0.1187
H -5.07092 3.63865 -1.80187 0.1012
H -5.17529 3.78717 0.01126 0.0995
H -3.86565 3.02927 -0.73205 0.0822
C 0.94239 -9.46659 -2.32883 -0.0594
C 1.07060 -7.96000 -2.18361 -0.2263
O -0.01827 -7.29948 -2.76517 0.0699
C -0.24765 -6.07926 -2.55589 -0.6481
O 0.40805 -5.30776 -1.89925 0.1266
O -1.47266 -5.88808 -3.02713 -0.0049
C -2.41103 -4.85984 -2.77186 -0.0226
H 0.09992 -9.77938 -1.71198 0.0831
H 1.90437 -9.93868 -2.12927 0.0798
H 0.81926 -9.57793 -3.40612 0.0789
H 2.02188 -7.63803 -2.60729 0.1341
H 1.01123 -7.76258 -1.11328 0.1285
H -3.42722 -4.92068 -3.16142 0.0942
H -1.95012 -3.89975 -3.00398 0.0962
H -2.51398 -4.95823 -1.69120 0.0816
C 6.54696 -2.64441 6.19788 -0.0691
C 5.82216 -1.38728 5.66095 -0.2121
O 4.44831 -1.62715 5.37587 0.0077
C 3.86029 -0.81610 4.42255 -0.5327
O 4.40201 0.05055 3.71992 0.0992
O 2.59646 -1.17614 4.34361 0.0139
C 1.76783 -0.49287 3.40785 -0.0251
H 7.48576 -2.46386 6.72147 0.0664
H 7.01713 -3.21354 5.39593 0.0657
H 6.03127 -3.36479 6.83287 0.0708
H 6.43385 -1.06285 4.81911 0.1193
H 5.70592 -0.56024 6.36138 0.1253
H 1.97695 -0.88263 2.41163 0.0947
H 1.89572 0.58939 3.38693 0.0760
H 0.71062 -0.73660 3.51271 0.0949
C 4.93422 -2.02098 -8.06199 -0.0842
C 3.92466 -2.63661 -7.17671 -0.2378
O 3.86440 -1.84841 -5.99471 0.0125
C 4.61366 -2.14124 -4.87327 -0.5309
O 5.43992 -3.06059 -4.64374 0.0593
O 4.27720 -1.30791 -3.95603 0.0215
C 4.73201 -1.30585 -2.65693 -0.0609
H 4.82886 -2.31741 -9.10560 0.0768
H 5.91281 -2.01388 -7.58198 0.0869
H 4.68520 -0.98366 -8.28572 0.0833
H 4.07614 -3.66521 -6.84943 0.1240
H 2.99418 -2.53296 -7.73489 0.1219
H 5.71865 -0.84350 -2.68633 0.1029
H 4.94230 -2.29207 -2.24310 0.0987
H 4.20915 -0.68915 -1.92591 0.0685
C 4.01365 1.39646 -0.37393 -0.0824
C 3.32979 2.43241 -1.32048 -0.2279
O 3.14684 1.77253 -2.55607 -0.0549
C 2.04272 2.05865 -3.25353 -0.5373
O 1.17902 2.81467 -2.86361 -0.0385
C 1.95569 1.55139 -4.72469 -0.6277
F 3.15353 1.28391 -5.21657 0.1229
F 1.11781 0.54851 -4.91275 0.1158
F 1.50250 2.46803 -5.57307 0.1055
H 5.02132 1.19662 -0.73830 0.0659
H 3.37278 0.53807 -0.17252 0.0628
H 4.23164 1.91369 0.56044 0.0630
H 4.10578 3.19474 -1.38967 0.1027
H 2.43791 2.88814 -0.89041 0.0949

113
Properties=species:S:1:pos:R:3:lowdin_charge:R:1 method="wB97M-V/def2-TZVPD" homo_ev=-10.9 charge=+1 lumo_ha=-0.329 de_lowest_ev=21.854
Cd 33.19747 -41.64177 -2.63650 1.1048
Cd 31.38370 -34.82800 3.03517 0.8418
S 31.98812 -38.17444 -0.00805 0.1658
O 32.80442 -38.24920 -1.20039 -0.2633
O 31.02354 -37.10194 0.02951 -0.2453
O 31.48261 -39.53249 -0.06700 -0.2941
O 32.72729 -37.83434 1.21229 -0.2333
P 37.19193 -40.42440 -7.40738 0.1913
F 36.36249 -41.06437 -8.70156 -0.2037
F 37.88780 -41.87090 -7.16704 -0.1893
F 38.30932 -39.84616 -8.45133 -0.1825
F 38.20089 -39.77068 -6.29429 -0.2035
F 36.27799 -39.08830 -7.47783 -0.1816
F 36.17662 -40.90635 -6.22021 -0.2314
C 26.85891 -36.21970 4.24191 -0.0724
C 27.75624 -37.10435 5.11817 -0.2583
N 29.02319 -36.64235 5.77208 -0.1581
C 29.67938 -37.87583 6.23406 -0.2633
C 31.08698 -37.57044 6.84607 -0.0776
C 28.64459 -35.88129 6.93288 -0.2774
C 27.63770 -36.33416 8.03365 -0.0630
H 26.16719 -35.63618 4.84947 0.0683
H 26.34904 -36.73434 3.42749 0.0754
H 27.51627 -35.50859 3.74160 0.0573
H 27.30182 -37.68022 5.92438 0.1039
H 28.05028 -37.82989 4.35973 0.1049
H 29.12694 -38.45313 6.97543 0.1077
H 29.95990 -38.60902 5.47786 0.1105
H 31.89357 -38.04816 6.28992 0.0721
H 31.27919 -36.51079 7.01427 0.0517
H 30.86491 -37.80741 7.88657 0.0733
H 28.27844 -34.88172 6.69857 0.1137
H 29.60257 -35.66422 7.40538 0.0907
H 27.53774 -35.56993 8.80441 0.0811
H 28.00687 -37.23517 8.52353 0.0658
H 26.66321 -36.56049 7.60093 0.0665
C 30.09418 -40.80068 -6.52953 -0.0591
C 30.02220 -42.35359 -6.54411 -0.2259
N 30.12100 -43.00431 -5.24561 -0.1087
C 30.20987 -44.45586 -5.23136 -0.2485
C 31.40954 -45.00252 -5.98657 -0.0749
C 28.87041 -42.59611 -4.52862 -0.2183
C 27.55508 -43.21877 -5.07900 -0.0658
H 29.17597 -40.23483 -6.37202 0.0733
H 30.42923 -40.39922 -7.48591 0.0836
H 30.79929 -40.42486 -5.78812 0.0670
H 29.13958 -42.69788 -7.08313 0.1213
H 30.83187 -42.73028 -7.16912 0.1188
H 30.15980 -44.74337 -4.18115 0.1247
H 29.35723 -44.87287 -5.76729 0.1244
H 31.12444 -45.18102 -7.02337 0.0840
H 32.28910 -44.35874 -5.99113 0.0772
H 31.80147 -45.93200 -5.57357 0.0793
H 28.82854 -41.51719 -4.37936 0.1085
H 28.95530 -42.94888 -3.50078 0.1074
H 27.36654 -44.20644 -4.65820 0.0753
H 27.40216 -43.16328 -6.15679 0.0792
H 26.68643 -42.84023 -4.54025 0.0815
C 33.81022 -45.38708 0.92954 -0.0807
C 35.09112 -45.48723 0.09101 -0.2782
N 35.72330 -44.27128 -0.44852 -0.0918
C 36.09810 -43.42245 0.78658 -0.1842
C 37.10681 -42.22805 0.45973 -0.0592
C 36.85810 -44.66166 -1.34148 -0.1943
C 37.94066 -45.54342 -0.63773 -0.0711
H 33.99983 -44.87230 1.87144 0.0665
H 33.54750 -46.37830 1.29908 0.0850
H 32.98702 -44.92477 0.38483 0.0717
H 35.76130 -46.00816 0.77480 0.1154
H 34.87069 -46.19761 -0.70577 0.1241
H 35.17422 -43.12293 1.28140 0.1015
H 36.61020 -44.05911 1.50806 0.1130
H 37.25125 -41.79297 1.44863 0.0710
H 38.11139 -42.61903 0.29827 0.0722
H 36.73326 -41.42802 -0.17942 0.0715
H 37.29040 -43.74110 -1.73366 0.1111
H 36.51539 -45.31471 -2.14408 0.1166
H 38.79002 -45.75520 -1.28722 0.0872
H 37.58628 -46.51508 -0.29362 0.0668
H 38.31270 -45.19797 0.32682 0.0698
C 37.49338 -32.59168 3.51877 -0.0963
C 36.14846 -33.23756 3.48703 -0.2463
N 34.94096 -32.37814 3.07319 -0.1160
C 34.92324 -31.20232 3.96764 -0.3104
C 34.46209 -31.51858 5.37416 -0.0921
C 35.28340 -31.76747 1.74724 -0.2585
C 35.41112 -32.81599 0.59208 -0.0800
H 38.28713 -33.26958 3.83264 0.0823
H 37.51495 -31.91296 4.37139 0.0732
H 37.90761 -32.18426 2.59653 0.0847
H 36.14445 -34.11736 2.84355 0.0944
H 35.94754 -33.70824 4.44940 0.1022
H 35.90512 -30.73917 4.06510 0.0998
H 34.32014 -30.36021 3.62819 0.1180
H 34.36392 -30.60992 5.96814 0.0783
H 33.46243 -31.94906 5.31529 0.0611
H 35.14443 -32.19487 5.88908 0.0659
H 36.07273 -31.01637 1.77730 0.1069
H 34.48742 -31.11587 1.38677 0.1062
H 35.80560 -32.34372 -0.30762 0.0717
H 34.45584 -33.17126 0.20566 0.0591
H 35.97894 -33.73574 0.73257 0.0593
C 25.05680 -34.68540 -3.97299 -0.1904
C 23.68940 -34.05942 -3.47363 -0.1476
O 22.84256 -34.01237 -4.61255 -0.2240
S 23.41791 -34.80870 -5.93915 0.7648
O 23.14897 -34.12299 -7.22648 -0.2444
O 23.03311 -36.19462 -5.92916 -0.2444
O 25.01974 -34.57129 -5.37332 -0.2127
H 25.25340 -35.73109 -3.73643 0.1204
H 25.86415 -34.08404 -3.55506 0.1247
H 23.88287 -33.01524 -3.22798 0.1242
H 23.11515 -34.55441 -2.69048 0.1294

27
Properties=species:S:1:pos:R:3:lowdin_charge:R:1 method="wB97M-V/def2-TZVPD" homo_ev=-9.0 charge=0 lumo_ha=0.031 smiles="Cc1ccccc1.CCC(N)=O" de_lowest_ev=1.377
C 3.18771 -0.83646 0.78528 -0.2138
C 3.27382 0.16754 -0.34329 -0.1057
C 1.96847 -1.68366 0.85850 -0.5473
O 1.66220 -2.34540 -0.10657 0.0572
N 1.14369 -1.55785 1.97028 0.1440
H 4.13885 -1.40772 0.80168 0.1299
H 3.22346 -0.33725 1.75889 0.0987
H 2.36158 0.89892 -0.41859 0.1112
H 3.40869 -0.44872 -1.21073 0.0592
H 0.41415 -2.25172 2.00410 0.0805
H 1.00788 -0.87555 2.68562 0.0990
H 4.13505 0.89200 -0.21435 0.0861
C -1.80240 1.09539 -2.74323 -0.0522
C -1.43595 -0.65257 0.61970 -0.1166
C -1.34705 -0.39456 -0.73878 -0.0508
C -2.15315 0.19983 1.43094 -0.1018
C -1.96090 0.73071 -1.26948 -0.2945
C -2.71667 1.43169 0.94733 -0.0607
C -2.61266 1.63045 -0.44051 -0.0807
H -1.06077 -1.63158 1.09494 0.1077
H -0.71403 -0.99577 -1.38556 0.1120
H -2.21919 -0.03958 2.48312 0.0874
H -3.47171 2.05667 1.40014 0.0925
H -1.61711 2.17199 -2.74983 0.0669
H -2.81433 0.91866 -3.12844 0.0858
H -3.11391 2.53537 -0.84194 0.1182
H -0.88574 0.72916 -3.24923 0.0877

Q: Among the records above, which one has the highest charge?
A: C26H64Cd2F6N4O8PS2